Density functional theory data (ωB97M-V/def2-TZVPD) for C3H4N2S2 in the gas phase in a non-equilibrium geometry.

Structure (ORCA input):
```
! RIJCOSX wB97M-V def2-TZVPD def2/J DEFGRID3
* xyz 0 1
S 2.838 -0.835 -0.057
C 1.193 -0.230 -0.064
C 0.752 1.048 -0.044
N -0.633 0.963 -0.146
C -0.979 -0.327 -0.164
S -2.661 -0.969 -0.078
N 0.131 -1.069 -0.176
H 2.454 -2.152 0.057
H 1.269 1.915 0.136
H -1.263 1.745 -0.301
H -3.099 -0.088 0.837
*
```

As for the structure (SMILES): Sc1c[nH]c(S)n1. The calculation puts the HOMO energy at -8.1993 eV. For the total energy, the calculation gives -27826.112 eV. Its LUMO energy is 0.02077 hartree.